Record 1
The following is a quantum chemistry calculation of a single C4H4S molecule, from the OMol25 dataset.

Cartesian coordinates (Å):
C  2.2462  0.4528  -0.2085
C  1.1673  -0.0533  -0.0447
C  -0.1698  -0.5477  0.3356
C  -1.4143  0.3079  -0.0807
S  -3.0831  -0.0233  -0.1432
H  2.8741  1.0221  -0.7948
H  -0.2234  -0.8394  1.3514
H  -0.3671  -1.5524  -0.0259
H  -1.0300  1.2332  -0.3891

Force components x, y, z for each atom (eV/Å):
-1.710 -0.524 -0.260
-0.999 0.011 0.813
-1.338 -0.674 -1.158
-1.496 -1.804 0.497
3.778 0.372 0.317
1.639 0.701 -0.384
0.044 0.515 1.613
0.199 -0.249 -0.854
-0.119 1.651 -0.583

structure (SMILES) = C#CCC=S
LUMO energy (spin up / spin down) = -0.70 / -0.70 eV
orbital gap (spin up / spin down) = 8.41 / 8.41 eV
ΔE to the lowest compared entry with this formula, charge and spin = 311.43 kJ/mol

natural (NBO) population analysis, charges in e, atoms 1 to 8:
1 C -0.226
2 C 0.004
3 C -0.587
4 C -0.165
5 S 0.027
6 H 0.230
7 H 0.274
8 H 0.265



Record 2
The following is a quantum chemistry calculation of 2 unconnected molecules or ions with the total composition C9H20IN2, from the OMol25 dataset.

Cartesian coordinates (Å):
C  0.9776  0.4985  -0.0114
C  0.8823  -0.1062  -1.1611
C  -2.1267  -0.6628  1.5125
C  1.8172  -3.6987  -0.6936
C  -1.1413  2.8109  -1.1614
C  0.1144  2.1858  1.4902
C  1.4286  -1.4657  -1.3572
C  0.6828  -2.6393  -0.5993
C  0.3768  2.7163  -0.7667
N  0.6303  1.8026  0.2264
N  -2.5883  -0.4179  2.6745
I  -3.3540  -0.3033  -0.1815
H  1.1983  0.0073  0.9691
H  0.5637  0.6273  -2.0243
H  -1.2516  -1.1761  1.3844
H  2.6612  -3.4911  -0.0222
H  2.3217  -3.7762  -1.5857
H  1.4890  -4.6733  -0.4363
H  -1.7831  3.5113  -0.5437
H  -1.2848  3.1658  -2.1313
H  -1.5116  1.8163  -1.1164
H  -0.7330  1.5959  1.7560
H  0.8966  1.9448  2.2642
H  -0.1851  3.2277  1.4952
H  1.4166  -1.8386  -2.3408
H  2.4296  -1.6039  -0.9224
H  0.4716  -2.3159  0.4815
H  -0.1907  -3.0913  -1.1933
H  0.8087  2.4916  -1.7394
H  0.6783  3.7193  -0.5274
H  -2.1804  -0.8402  3.5144
H  -3.5148  -0.0209  2.7473

Force components x, y, z for each atom (eV/Å):
-0.908 0.729 3.036
-0.212 1.113 -3.231
-3.255 1.082 -1.400
-0.771 0.038 3.223
0.028 0.898 2.150
1.675 -0.620 1.328
-1.025 -1.074 1.809
1.050 -0.246 -0.877
-2.251 1.687 -3.154
0.960 -0.019 0.761
-0.165 -0.611 0.531
1.061 -0.188 1.117
0.278 -0.009 -0.994
0.633 -2.120 1.374
2.372 -1.122 -0.378
-0.395 0.221 0.330
0.463 0.129 -2.643
-0.424 -1.072 0.270
0.828 -0.959 -0.187
0.036 0.534 -1.796
-0.661 -0.813 0.028
-1.191 -0.471 0.315
-0.746 0.632 -0.319
0.245 0.078 0.163
0.323 0.186 -1.487
-0.057 0.784 -0.571
-0.002 -0.813 -1.477
0.784 1.159 1.216
0.777 -0.269 0.367
0.568 0.427 0.423
0.101 0.490 -0.231
-0.120 0.219 0.301

charge = +1
LUMO energy = -5.41 eV
orbital gap = 4.94 eV
ΔE to the lowest compared entry with this formula, charge and spin = 114.41 kJ/mol

natural (NBO) population analysis, charges in e, atoms 1 to 8:
1 C 0.005
2 C -0.294
3 C 0.125
4 C -0.616
5 C -0.633
6 C -0.384
7 C -0.438
8 C -0.383



Record 3
The following is a quantum chemistry calculation of a gas-phase ion, C5H9O4S (charge -1), from the OMol25 dataset.

Cartesian coordinates (Å):
C  1.7046  -0.5203  0.8619
C  1.9069  0.7809  -0.0357
C  0.1992  -0.4848  1.0426
C  0.8167  0.6961  -1.1076
C  -0.3587  -0.0575  -0.4519
O  -4.0735  0.9597  0.5756
O  -3.5410  -1.2340  -0.4010
O  -0.6914  -1.1818  -1.2100
O  -1.5434  0.8160  -0.2956
S  -3.1269  -0.1160  0.4950
H  2.1042  -1.3964  0.3990
H  2.3166  -0.3885  1.6986
H  1.8266  1.7742  0.6794
H  2.9010  0.8164  -0.4940
H  -0.2641  -1.4704  1.3300
H  -0.0059  0.4404  1.6729
H  0.2378  1.6029  -1.5129
H  1.2498  0.1783  -1.9183
H  -1.6584  -1.2150  -1.3281

Force components x, y, z for each atom (eV/Å):
-0.541 1.987 -1.706
0.101 1.715 1.607
-0.610 0.464 -1.127
-1.868 1.691 0.998
-1.740 0.451 2.019
-0.660 1.110 -0.570
0.608 1.240 -0.169
-0.040 -0.458 -0.477
1.106 -1.668 -0.596
1.301 -1.817 0.855
-0.077 -0.701 -0.842
0.577 0.193 1.855
0.047 -2.448 -1.680
-0.037 0.079 0.147
0.250 1.330 0.113
-0.271 -1.569 -0.366
1.607 -0.732 0.674
0.027 -0.907 -1.085
0.219 0.040 0.352

charge = -1
LUMO energy = 3.71 eV
orbital gap = 7.96 eV
ΔE to the lowest compared entry with this formula, charge and spin = 0.00 kJ/mol

natural (NBO) population analysis, charges in e, atoms 1 to 8:
1 C -0.416
2 C -0.380
3 C -0.472
4 C -0.483
5 C 0.552
6 O -0.980
7 O -1.023
8 O -0.782



Record 4
The following is a quantum chemistry calculation of 18 unconnected molecules or ions with the total composition H36O18, from the OMol25 dataset.

Cartesian coordinates (Å):
O  -1.4835  -3.2882  -1.6139
H  -1.4061  -3.6196  -2.5065
H  -2.1412  -2.5991  -1.6732
O  4.3809  -0.5280  -2.9168
H  5.2441  -0.5924  -2.4943
H  4.4039  -1.1116  -3.6891
O  -3.3784  -0.4634  -2.8925
H  -4.1792  -0.1861  -3.1945
H  -3.1235  -1.1214  -3.5355
O  2.5456  -4.3599  -1.2145
H  2.2585  -4.2123  -2.0918
H  1.8168  -4.2567  -0.6060
O  0.3454  -1.2111  2.5364
H  0.3661  -0.7700  3.4028
H  -0.6397  -1.4444  2.5278
O  2.1535  1.5366  -3.9777
H  2.8515  0.9266  -3.7550
H  1.5603  1.1500  -4.6362
O  4.5422  -1.6563  1.0140
H  5.4186  -1.9110  0.7219
H  3.9055  -2.2102  0.5558
O  -0.5260  2.6094  0.2841
H  -0.8164  3.1179  -0.4387
H  -1.0872  2.5652  1.0537
O  -2.9702  1.1980  0.1785
H  -3.2386  0.7041  -0.6232
H  -2.2331  0.7784  0.6061
O  1.6090  4.9818  1.5049
H  0.8148  5.5343  1.5436
H  1.6243  4.6456  0.5982
O  -4.1958  4.4389  1.5835
H  -3.3250  4.0883  1.8294
H  -4.5047  3.5818  1.2347
O  -1.1534  -3.2871  3.0434
H  -1.9596  -3.1057  3.5638
H  -0.5437  -2.6755  3.4361
O  1.5030  -1.1196  -5.0701
H  1.6876  -1.1823  -4.1552
H  0.9294  -1.8910  -5.1703
O  0.4004  -1.1401  0.1020
H  0.0743  -1.9923  0.3881
H  1.0659  -1.0694  0.8203
O  -3.6722  -2.8628  2.6245
H  -3.0989  -2.7766  1.8541
H  -4.5236  -3.0392  2.1953
O  1.5048  1.5163  4.9076
H  1.3920  2.4392  4.7815
H  2.3874  1.3573  5.2454
O  0.0803  2.0519  -2.4844
H  0.9985  1.9726  -2.8972
H  0.0685  1.2832  -1.8752
O  -1.4792  3.2088  2.9559
H  -1.3167  3.4538  3.8657
H  -0.9373  2.5432  2.5528

Force components x, y, z for each atom (eV/Å):
0.291 -0.038 0.247
0.027 -0.299 -0.273
-0.347 0.363 0.063
-0.471 -0.013 -0.438
-0.059 0.005 -0.065
0.285 0.091 0.282
3.450 -1.115 1.510
-3.735 1.442 -1.199
0.293 -0.284 -0.227
1.206 -0.219 1.333
-0.757 0.228 -1.147
-0.449 0.026 -0.127
-2.177 0.390 1.841
0.763 0.207 -0.174
1.821 0.440 -0.836
-1.338 1.022 0.366
0.667 -0.644 0.140
0.529 -0.387 -0.286
-0.221 0.414 0.220
-0.003 -0.242 -0.101
0.201 -0.225 -0.185
2.610 -1.636 0.594
-1.447 1.438 -0.983
-1.183 0.666 -0.666
-0.822 0.614 -0.689
0.546 0.072 0.646
0.385 -0.910 -0.107
-0.393 -0.090 -0.248
0.241 -0.064 0.040
0.103 0.117 0.241
0.580 -1.490 -0.357
0.198 0.792 0.486
-0.707 0.632 -0.060
-1.102 0.074 0.369
0.052 -0.666 -0.383
1.112 -0.372 0.463
-0.620 -0.239 -1.010
0.616 0.092 1.730
0.011 0.141 -0.564
0.940 0.037 -0.136
-0.702 -0.574 -0.524
-0.394 0.730 -0.625
-0.715 0.152 -0.823
0.325 -0.130 0.181
0.012 0.006 0.563
-0.394 -1.531 -0.064
0.211 1.264 -0.055
0.148 0.217 0.032
-0.283 -0.369 0.713
0.833 0.159 -0.528
-0.325 -0.126 0.180
-1.496 0.813 -1.200
0.626 -0.562 0.131
1.064 -0.418 1.705

charge = +1
LUMO energy (spin up / spin down) = -3.09 / -10.18 eV
orbital gap (spin up / spin down) = 10.22 / 3.12 eV
2S+1 = 2
ΔE to the lowest compared entry with this formula, charge and spin = 185.83 kJ/mol
⟨S²⟩ = 0.7565

natural (NBO) population analysis, charges in e, atoms 1 to 8:
1 O -0.937
2 H 0.468
3 H 0.470
4 O -0.972
5 H 0.496
6 H 0.481
7 O -0.948
8 H 0.475



Record 5
The following is a quantum chemistry calculation of 2 unconnected molecules or ions with the total composition C8H14NO, from the OMol25 dataset.

Cartesian coordinates (Å):
C  -1.5306  1.8382  -0.4507
C  1.0800  0.6861  -0.4649
C  -1.2182  -1.2735  -1.6047
C  -1.0794  -1.9342  -0.2813
C  -1.0100  -0.4658  -0.3887
C  2.9226  -0.0070  0.8281
C  -1.7502  0.5065  1.5641
C  2.4249  0.0314  -0.6348
N  -1.5796  0.6725  0.1273
O  0.7195  1.7906  -0.4196
H  -1.7556  2.7969  0.1348
H  -1.4620  1.9376  -1.5220
H  -0.5881  -1.3745  -2.3720
H  -2.2039  -1.3787  -2.1033
H  -1.9785  -2.2745  0.2984
H  -0.1795  -2.3919  0.0735
H  2.2911  -0.5005  1.5805
H  3.2581  0.8837  1.3460
H  3.8820  -0.5668  0.8561
H  -2.5251  -0.2023  1.8458
H  -2.1481  1.3639  1.9648
H  -0.8872  0.1986  2.0106
H  2.3651  -0.9450  -1.0191
H  2.9527  0.6087  -1.3689

Force components x, y, z for each atom (eV/Å):
-0.764 1.528 1.045
-1.948 -1.497 -0.816
-3.625 0.129 1.048
-1.358 0.342 2.478
2.706 1.253 -2.193
2.227 -0.963 0.795
-2.399 -0.223 -0.710
-1.266 1.151 1.840
0.008 -1.134 0.497
0.484 0.554 0.026
0.265 -1.836 -0.751
0.169 -0.334 -0.062
3.256 -0.313 -2.311
0.143 0.480 0.934
0.718 -0.080 -1.076
0.426 -0.411 -0.204
-0.306 -0.119 -0.781
-0.478 0.898 -0.668
-0.636 -0.097 -0.230
-0.012 -0.540 -0.746
-0.333 2.422 1.014
2.500 -0.542 1.102
-0.475 -1.311 -0.316
0.699 0.644 0.086

charge = +1
LUMO energy (spin up / spin down) = -3.89 / -3.89 eV
orbital gap (spin up / spin down) = 8.60 / 8.60 eV
ΔE to the lowest compared entry with this formula, charge and spin = 486.23 kJ/mol

natural (NBO) population analysis, charges in e, atoms 1 to 8:
1 C 0.034
2 C 0.693
3 C -0.444
4 C -0.422
5 C 0.104
6 C -0.639
7 C -0.404
8 C -0.516